[1]
The following is a DFT calculation (ωB97M-V/def2-TZVPD) of a molecular structure, C37H54Br3N5O7PRe at a distorted geometry.

XYZ file:
```
108
Properties=species:S:1:pos:R:3:forces:R:3
Re -0.105249 0.784929 0.457829 0.3 -0.2 -0.1
C -7.182134 -1.508080 0.924039 0.0 0.0 0.0
C -6.196294 -2.673177 1.104081 0.1 0.0 0.0
C -6.667663 -3.848003 0.247400 0.0 0.0 0.0
C -6.187234 -3.111210 2.577313 0.0 0.0 0.0
C -4.790943 -2.212710 0.712280 -0.1 -0.1 0.0
C -4.214793 -1.119565 1.336425 0.0 0.2 0.2
C -2.958904 -0.727614 0.943887 0.1 0.3 0.1
Br -2.233809 0.829540 1.780959 -0.5 0.0 0.3
C -2.183841 -1.318363 -0.046949 0.7 0.3 -0.3
O -0.973302 -0.757718 -0.392813 -0.9 -0.8 0.1
C -2.737360 -2.455997 -0.653839 0.0 -0.2 -0.2
C -4.023758 -2.840451 -0.254949 0.0 -0.1 -0.1
C -2.104018 -3.307446 -1.770227 -0.2 0.1 0.0
C -0.607934 -3.096999 -1.939414 0.1 -0.1 0.0
C -2.308854 -4.799943 -1.462593 0.0 -0.1 0.0
C -2.802900 -2.958928 -3.094368 0.0 0.0 0.0
H -8.202455 -1.845828 1.124411 0.1 0.0 0.0
H -7.143490 -1.122753 -0.098210 0.0 0.0 0.1
H -6.964890 -0.682961 1.607194 0.0 0.0 -0.1
H -7.686469 -4.115501 0.535724 0.1 0.0 0.0
H -6.039950 -4.732288 0.391116 0.0 0.1 0.0
H -6.679823 -3.592216 -0.815967 0.0 0.0 0.1
H -7.173395 -3.484266 2.867715 0.1 0.0 0.0
H -5.933215 -2.279727 3.240314 0.0 -0.1 0.0
H -5.457969 -3.910239 2.737015 -0.1 0.0 0.0
H -4.740086 -0.562325 2.106472 0.1 -0.1 -0.1
H -4.451924 -3.701282 -0.749621 0.0 0.1 0.0
H -0.091416 -3.267213 -0.996697 0.1 0.0 0.1
H -0.368441 -2.101224 -2.277706 0.1 0.2 0.0
H -0.233609 -3.812406 -2.679673 0.0 0.0 0.1
H -1.959333 -5.044380 -0.455720 0.0 0.0 -0.1
H -1.737384 -5.399026 -2.176314 0.0 0.0 0.0
H -3.351478 -5.109785 -1.547474 0.1 0.0 0.0
H -2.685915 -1.895317 -3.323860 0.0 -0.1 0.0
H -3.871960 -3.179444 -3.048365 0.1 0.0 0.0
H -2.369575 -3.540023 -3.915836 0.0 0.0 0.1
Br 3.554638 4.146294 0.407685 0.1 -0.2 -0.2
C 2.249362 4.297007 -0.965462 -0.3 -0.1 -0.1
C 2.445334 5.264248 -1.941186 0.1 0.1 0.0
C 1.470644 5.401222 -2.915135 0.1 0.1 0.0
C 0.346246 4.597146 -2.860550 -0.1 0.0 0.0
C 0.259342 3.663437 -1.839642 0.2 0.0 0.2
N 1.204806 3.496620 -0.913256 0.2 0.1 -0.1
C -1.000109 2.846492 -1.741725 -0.3 -0.4 0.5
O -1.920009 3.093493 -2.474633 -0.1 -0.1 -0.1
O -1.099282 1.878004 -0.824183 0.6 0.6 -0.4
H 3.327148 5.889709 -1.924255 0.0 0.0 0.0
H 1.580630 6.146477 -3.693744 0.0 0.0 0.0
H -0.471879 4.684446 -3.561856 0.1 0.0 0.0
Br -1.181503 6.100058 2.803447 -0.1 -0.2 0.0
C 0.507907 5.433939 3.324137 0.1 0.0 -0.1
C 1.347304 6.330166 3.970187 0.1 0.1 0.0
C 2.633588 5.954376 4.328082 0.0 0.1 0.0
C 3.099810 4.690048 4.008976 0.0 -0.1 0.0
C 2.259739 3.803301 3.355132 -0.1 0.0 0.2
C 0.950506 4.145454 3.021127 0.0 -0.2 0.1
C 0.073990 3.065252 2.445492 0.5 0.2 -0.3
O -1.083435 2.942353 2.774505 -0.3 0.1 0.1
O 0.701461 2.258496 1.606625 -0.1 -0.1 0.1
H 0.987616 7.328714 4.182915 0.0 -0.1 0.0
H 3.272478 6.660101 4.846233 0.0 0.0 0.0
H 4.113824 4.398489 4.260042 -0.1 0.0 0.0
H 2.604914 2.812038 3.097137 0.0 0.1 0.0
C 2.587180 -2.421330 -0.488056 -0.1 0.1 -0.2
N 2.554248 -1.681061 -1.751746 0.0 -0.3 0.4
C 3.179785 -2.388805 -2.863754 0.0 0.0 0.1
P 2.419263 -0.044808 -1.806147 0.0 0.0 -0.5
O 1.628301 0.330296 -0.567116 -0.5 0.5 0.2
N 1.731604 0.494517 -3.191552 -0.3 -0.3 -0.1
C 0.281088 0.311917 -3.371626 0.1 0.2 0.0
C 2.428354 0.524853 -4.483942 -0.1 -0.1 0.0
N 3.926111 0.571088 -1.856734 0.4 0.2 0.1
C 4.889140 0.072067 -0.870988 0.0 0.0 -0.2
C 4.373740 1.752669 -2.596424 -0.1 0.0 0.2
H 2.113803 -3.392276 -0.624098 0.0 0.0 0.0
H 2.041998 -1.877115 0.280382 0.0 0.0 -0.1
H 3.616683 -2.598919 -0.153595 0.0 0.0 0.0
H 2.638527 -3.317652 -3.051970 0.0 0.0 0.0
H 4.225151 -2.637187 -2.646612 0.0 0.0 0.0
H 3.151821 -1.793523 -3.772801 0.0 0.0 0.0
H -0.240033 0.273241 -2.422545 0.0 0.0 0.1
H 0.072123 -0.610628 -3.917539 0.0 0.0 0.0
H -0.117556 1.149964 -3.946326 0.0 0.0 0.0
H 3.489641 0.324539 -4.378903 0.0 0.0 0.0
H 2.305482 1.502950 -4.950983 0.0 0.0 0.0
H 2.002939 -0.224996 -5.155714 0.0 0.0 0.0
H 4.411734 -0.603174 -0.162732 0.0 0.0 -0.1
H 5.298663 0.910218 -0.304656 0.0 0.0 0.0
H 5.714157 -0.458622 -1.351306 0.0 0.0 0.0
H 3.540413 2.247263 -3.087516 0.0 0.0 0.1
H 5.115408 1.475499 -3.350859 0.0 0.0 0.0
H 4.834985 2.463605 -1.913970 0.0 0.1 0.1
C 3.142454 0.220451 2.529284 0.0 -0.2 0.0
N 2.280215 -0.644707 3.342820 0.3 0.1 0.1
C 2.857865 -1.116735 4.613408 -0.1 0.1 -0.2
C 1.057864 -0.961481 2.958620 -0.2 0.1 -0.1
C 0.161794 -1.784924 3.827123 0.0 0.0 0.1
O 0.579593 -0.599529 1.849392 0.3 0.0 0.1
H 3.978661 -0.358242 2.133552 0.0 0.0 0.1
H 3.533352 1.019325 3.155122 0.0 0.0 0.0
H 2.593134 0.655847 1.706432 -0.1 0.0 0.0
H 3.909566 -0.849676 4.619843 0.0 0.0 0.0
H 2.786781 -2.196553 4.705544 0.0 0.0 0.0
H 2.375314 -0.648035 5.469025 0.0 0.0 0.0
H 0.662426 -2.291398 4.643441 0.0 0.0 0.0
H -0.348929 -2.510514 3.196306 0.0 0.0 0.0
H -0.598147 -1.115865 4.240244 0.0 0.0 0.0
```
Positions in Å, forces in eV/Å.

As for the spin multiplicity: 4. As for the charge: +1. As for the HOMO-LUMO gap (spin up / spin down): 8.2314 / 7.5626 eV. The value obtained for the energy relative to the best compared isomer or geometry (same formula, charge and spin) is 20.4 kcal per mole. For the HOMO energy (spin up / spin down), the calculation gives -10.16 / -10.50 eV. The expectation value of S² is 3.763.

[2]
The following is a DFT calculation (ωB97M-V/def2-TZVPD) of a molecular structure, C37H54CrN3P at a distorted geometry.

XYZ file:
```
96
Properties=species:S:1:pos:R:3:forces:R:3
Cr 1.320185 -0.579844 0.347647 -0.8 -3.1 -0.2
N 0.166060 -2.156272 1.761315 0.6 1.2 0.0
N 1.159994 -2.661420 -1.371150 -1.0 0.7 -1.9
C 2.485540 1.136570 -0.305238 0.6 0.1 1.3
C 3.341931 0.042076 0.032237 -0.1 0.4 0.2
C 3.113928 -0.304436 1.414571 -0.5 1.4 -0.4
C 3.868268 -1.337425 2.168069 -0.1 -0.5 0.2
H 4.479199 -1.924677 1.476721 -0.1 0.0 0.1
H 3.178244 -2.023162 2.672728 0.1 0.0 0.0
H 4.538896 -0.921294 2.931066 -0.1 0.1 -0.1
C 2.113312 0.602089 1.930053 0.6 0.3 -0.9
C 1.679264 0.667062 3.342230 -0.3 0.0 0.5
H 2.426402 1.153860 3.988644 0.0 0.0 -0.1
H 1.529584 -0.349713 3.731892 -0.1 0.2 0.0
H 0.746996 1.241574 3.436008 0.2 -0.3 0.0
C 1.726663 1.491382 0.858942 1.2 -0.3 0.0
C 0.877153 2.704259 0.959385 -0.6 0.2 0.1
H -0.066926 2.483702 1.480314 0.4 0.1 -0.2
H 0.644209 3.085003 -0.042413 -0.1 0.0 0.2
H 1.382636 3.514045 1.504752 0.0 -0.1 0.0
C 4.377853 -0.552594 -0.853742 0.2 -0.4 -0.4
H 5.343320 -0.668263 -0.338712 -0.2 0.1 -0.1
H 4.530462 0.067599 -1.742775 0.1 -0.1 0.2
H 4.086026 -1.547609 -1.219979 0.1 0.1 0.1
C 2.556514 1.915684 -1.569125 -0.4 0.1 -0.4
H 1.579146 1.988790 -2.061113 0.1 0.1 0.0
H 3.221210 1.430629 -2.286132 -0.1 0.1 0.0
H 2.922260 2.937817 -1.392128 -0.1 -0.2 0.0
C -0.425021 -2.543489 2.920343 -1.0 -1.2 0.8
H -0.305894 -1.864561 3.771034 -0.3 -0.3 -0.2
C -1.088502 -3.772477 3.052056 0.5 1.4 0.7
H -1.581103 -4.021328 3.983393 0.1 0.1 0.3
C -1.123823 -4.703819 2.002932 -1.2 -0.8 0.0
H -1.676393 -5.648356 2.048291 0.1 0.4 0.2
C -0.331129 -4.395399 0.910448 1.5 1.9 -0.6
H -0.199169 -5.069422 0.070671 0.2 -0.1 0.1
C 0.381306 -3.172011 0.890651 -0.9 -3.0 -0.9
C 1.484873 -2.943088 -0.038027 1.2 1.9 1.4
H 2.434810 -3.472223 0.148898 -0.5 0.1 -0.4
C 0.831042 -1.352264 -1.657396 1.7 -1.1 -0.1
C 1.188071 -3.454876 -2.509684 0.0 0.3 0.8
H 1.344065 -4.512765 -2.426666 0.0 -0.1 -0.1
C 0.990447 -2.635758 -3.553567 0.2 0.5 -0.1
H 0.954574 -2.846831 -4.606435 0.0 0.2 -0.1
N 0.859675 -1.335655 -3.032034 -0.7 -0.5 0.1
C 0.947096 -0.174211 -3.856699 0.1 0.2 -0.4
C 2.130903 0.043009 -4.580665 -0.5 0.5 0.3
C 2.204381 1.174567 -5.399354 -0.5 -0.3 0.2
H 3.119268 1.355916 -5.967428 -0.3 0.1 0.1
C 1.124826 2.057347 -5.493928 -0.1 0.0 0.1
C 1.191321 3.245561 -6.395233 0.1 0.1 -0.2
H 1.156894 4.167461 -5.802853 0.0 0.0 -0.2
H 0.337119 3.258109 -7.083798 0.2 0.1 0.1
H 2.118956 3.222619 -6.970977 -0.1 0.2 -0.1
C -0.052452 1.809804 -4.780053 0.2 -0.7 0.3
H -0.920883 2.468582 -4.880039 0.4 -0.1 0.0
C -0.149576 0.688756 -3.948511 0.5 0.1 -0.4
C -1.403145 0.361093 -3.213762 -0.5 0.1 0.2
H -1.916726 -0.492997 -3.681120 0.1 0.1 0.1
H -2.077926 1.226069 -3.245042 0.1 -0.3 0.1
H -1.198481 0.086397 -2.170370 -0.1 0.2 -0.3
C 3.312057 -0.871231 -4.468318 0.6 -0.2 -0.1
H 3.208416 -1.727004 -5.150979 0.1 0.1 0.2
H 3.482533 -1.257410 -3.453377 -0.3 0.1 -0.3
H 4.223313 -0.328617 -4.758518 -0.2 -0.1 0.0
C -1.717779 0.130522 4.806877 0.1 -0.3 0.0
C -2.620326 -0.162285 3.597066 -0.2 0.0 -0.5
C -4.062290 0.179498 3.941877 -0.3 -0.3 0.4
P -1.948000 0.624528 2.046963 1.2 0.2 0.5
C -2.666175 -0.242045 0.554916 0.3 0.2 0.1
C -3.636170 -1.372540 0.858446 -0.2 -0.3 -0.1
C -3.227801 0.743112 -0.485976 0.1 -0.1 0.0
C -2.608815 2.367781 2.109133 -0.4 -0.5 -0.2
C -4.136595 2.536266 2.058420 -0.4 0.7 -0.1
C -2.012532 3.132228 3.300762 0.1 0.4 -0.2
H -1.716853 1.192246 5.082364 0.0 -0.3 0.0
H -0.676443 -0.179624 4.635431 -0.4 0.2 0.0
H -2.106650 -0.448599 5.659066 0.1 0.2 0.0
H -2.554359 -1.240127 3.381345 0.1 0.3 0.1
H -4.144601 1.200149 4.328568 0.0 -0.2 -0.1
H -4.770556 0.054601 3.112479 0.3 0.1 0.2
H -4.382319 -0.489733 4.748296 -0.1 0.0 0.1
H -1.725649 -0.686122 0.159991 -0.6 0.1 0.0
H -4.556625 -1.012456 1.337202 0.2 0.0 -0.1
H -3.932402 -1.851978 -0.083340 0.0 0.0 0.1
H -3.193991 -2.158829 1.486304 0.0 0.2 -0.1
H -2.523407 1.566209 -0.701974 -0.3 -0.4 0.0
H -3.425111 0.204910 -1.424576 0.1 0.2 0.2
H -4.176310 1.175532 -0.150883 0.2 -0.1 -0.2
H -2.195783 2.821024 1.190592 -0.1 -0.2 0.3
H -4.562247 2.659364 3.063407 0.1 0.0 -0.3
H -4.357827 3.463400 1.504827 -0.2 -0.2 0.1
H -4.677682 1.716915 1.562187 0.3 0.3 0.3
H -0.939624 2.942755 3.440359 -0.3 0.0 -0.1
H -2.125839 4.206882 3.107443 0.0 0.0 0.1
H -2.523287 2.921458 4.244468 0.0 -0.1 -0.2
```
Positions in Å, forces in eV/Å.

As for the spin multiplicity: 5. As for the charge: -2. As for the HOMO-LUMO gap (spin up / spin down): 1.5988 / 4.8200 eV. For the HOMO energy (spin up / spin down), the calculation gives 2.60 / -0.68 eV. The expectation value of S² is 6.055.